(1)
164
Properties=species:S:1:pos:R:3 method="wB97M-V/def2-TZVPD" total_charge=0 homo_energy_ev=-8.96 e_lumo_ev=-1.07
O -4.33168 4.11317 -2.15338
C -3.18169 4.13683 -1.80710
C -1.99269 4.56502 -2.71762
Cl -2.25281 5.80459 -4.02333
C -0.78411 3.99735 -2.50439
C -0.58226 2.96323 -1.34270
O 0.28342 2.14014 -1.47021
C -1.49602 3.14162 -0.12434
C -1.16255 2.80086 1.25783
C 0.25680 2.19197 1.57890
C 1.23487 3.45193 1.66897
C 2.74965 3.04274 1.73385
C 3.59070 4.37048 1.49964
F 4.71151 4.43056 2.30430
F 2.79856 5.47303 1.81896
C 3.96557 4.57754 -0.03559
F 5.16311 4.00709 -0.35416
F 2.96330 4.06193 -0.81082
F 4.00649 5.92108 -0.28705
C -2.03348 3.02273 2.38878
C -3.33906 3.62882 2.15767
O -4.12631 3.85910 3.25837
C -3.71389 3.97229 0.78041
C -2.82706 3.74677 -0.35421
H 0.10393 4.26858 -3.10437
H 0.59640 1.49402 0.77463
H 0.21780 1.61671 2.53907
H 0.87737 4.05769 2.53736
H 0.99334 4.06477 0.75629
H 2.99413 2.28133 0.95017
H 2.96627 2.67025 2.76663
H -1.70606 2.77257 3.41993
H -5.04638 3.62227 3.03399
H -4.72271 4.42152 0.62811
C -6.78891 2.44317 5.70996
Cl -7.00624 2.55602 3.95481
Cl -5.69163 1.12773 6.13675
H -6.37579 3.37814 6.07489
H -7.75583 2.26219 6.17060
C 6.66342 6.40145 4.47966
Cl 6.84604 7.99588 5.22144
Cl 5.93125 5.24867 5.60374
H 6.02602 6.49116 3.60404
H 7.64258 6.03488 4.18819
C -3.60653 -2.38284 7.35713
Cl -3.66714 -0.69535 6.84086
Cl -5.04589 -3.25843 6.82531
H -2.72724 -2.85339 6.92632
H -3.55061 -2.41877 8.44178
C 9.77789 3.77819 2.84364
Cl 8.64423 3.53791 4.17879
Cl 9.72557 5.44448 2.25147
H 10.78327 3.55867 3.19122
H 9.51339 3.10534 2.03080
C 7.77921 5.61300 -1.37847
Cl 7.50953 7.35351 -1.52067
Cl 9.12671 5.08412 -2.39339
H 8.00569 5.37536 -0.34221
H 6.87961 5.09113 -1.68926
C 8.91135 1.20580 -2.17395
Cl 9.01264 1.99854 -0.59639
Cl 9.19570 -0.53211 -2.03975
H 7.91988 1.37006 -2.58622
H 9.66135 1.63628 -2.83133
C -1.54319 -1.13239 0.31044
Cl -1.78723 0.61769 0.19258
Cl -0.21130 -1.63894 -0.73573
H -1.30825 -1.39382 1.33913
H -2.45275 -1.63804 0.00097
C -3.35674 3.18720 -6.07810
Cl -3.65300 3.28067 -7.81887
Cl -2.21141 1.89685 -5.68800
H -2.94704 4.13433 -5.73858
H -4.29721 2.98846 -5.57129
C -1.41455 -5.07049 -1.89075
Cl -1.18794 -4.86168 -3.63106
Cl -2.60169 -3.91994 -1.26932
H -1.76162 -6.08103 -1.69463
H -0.46533 -4.90131 -1.38916
C -4.95674 1.03218 -3.61055
Cl -6.48990 0.25898 -3.18856
Cl -3.77669 0.87445 -2.30661
H -4.55819 0.56043 -4.50485
H -5.13453 2.08897 -3.79536
C 0.57056 -2.55065 -6.44450
Cl 0.02227 -4.20346 -6.76174
Cl -0.72578 -1.38031 -6.71291
H 0.89889 -2.48261 -5.41088
H 1.39706 -2.31984 -7.11162
C 0.54201 -5.66645 -10.19817
Cl -0.39759 -6.61917 -11.35247
Cl 1.94990 -6.56778 -9.62108
H 0.88110 -4.75635 -10.68507
H -0.08865 -5.41741 -9.35013
C 1.90487 -0.53120 -9.44426
Cl 2.11787 0.28010 -7.88991
Cl 2.22663 -2.26647 -9.31417
H 0.88120 -0.38733 -9.77831
H 2.59359 -0.09888 -10.16442
C -6.75179 0.85873 10.24174
Cl -7.03825 2.60318 10.14661
Cl -5.39417 0.35985 9.22437
H -6.53020 0.59904 11.27301
H -7.64601 0.33678 9.91288
C 5.78039 1.86224 7.85100
Cl 5.18636 0.21224 7.63257
Cl 4.51456 3.05055 7.51757
H 6.11500 1.98346 8.87725
H 6.60968 2.03114 7.16857
C -7.89770 5.81337 7.53450
Cl -8.86233 4.87475 6.38782
Cl -6.50471 4.88949 8.11667
H -7.54145 6.71266 7.04092
H -8.52077 6.07979 8.38340
C 4.77261 -7.94851 -7.09724
Cl 4.83717 -7.23784 -5.48109
Cl 5.13831 -9.67763 -7.05586
H 3.77393 -7.80975 -7.50382
H 5.50217 -7.45016 -7.72997
C 1.75726 4.76431 -5.80076
Cl 0.12444 5.07592 -5.19077
Cl 1.86653 3.15088 -6.51643
H 2.00105 5.50684 -6.55540
H 2.46180 4.83108 -4.97574
C 5.42556 1.34812 3.44567
Cl 4.42268 0.38209 2.35512
Cl 6.78648 0.41511 4.07295
H 5.81003 2.20689 2.90190
H 4.81467 1.68295 4.28095
C -8.50415 -4.92505 7.54660
Cl -8.35854 -3.35534 8.34496
Cl -9.25389 -6.12428 8.60830
H -9.11573 -4.80639 6.65327
H -7.51125 -5.27137 7.27006
C -9.57939 -4.72270 3.12731
Cl -9.54310 -4.00083 4.74028
Cl -9.26550 -6.46114 3.19414
H -10.55977 -4.55750 2.68984
H -8.81636 -4.24931 2.51478
C 3.04053 -11.95593 -9.42846
Cl 2.70476 -10.22383 -9.47263
Cl 4.40954 -12.37432 -10.46781
H 3.27430 -12.24228 -8.40591
H 2.16240 -12.49285 -9.77055
C -5.20973 7.96877 10.27721
Cl -6.49730 8.64863 9.27349
Cl -5.82098 7.47594 11.85957
H -4.79427 7.09999 9.77392
H -4.43837 8.72088 10.41579
C -5.69995 -3.95210 3.08459
Cl -6.56819 -2.42532 3.28850
Cl -4.43092 -3.81570 1.86077
H -5.24601 -4.22638 4.03311
H -6.40426 -4.72064 2.77598
C 9.01483 -8.60777 -6.75572
Cl 8.68398 -6.87162 -6.81799
Cl 10.37718 -9.04149 -7.79522
H 9.25136 -8.88354 -5.73209
H 8.13181 -9.14629 -7.08913
C 0.01195 -11.64255 -6.67887
Cl 1.08693 -10.23943 -6.64310
Cl -0.19039 -12.26912 -8.32009
H 0.43365 -12.42448 -6.05368
H -0.96106 -11.34836 -6.29597



(2)
111
Properties=species:S:1:pos:R:3 method="wB97M-V/def2-TZVPD" s2=3.7820 spin_multiplicity=4 total_charge=+1 homo_energy_ev="-10.17 / -10.17" e_lumo_ev="-3.49 / -4.58"
Tc 12.28390 11.73435 11.09822
C 14.04886 14.43323 12.56725
Si 12.31948 13.90737 12.24702
C 11.21564 13.64882 13.75916
C 10.61280 14.72426 14.40103
C 9.74240 14.59506 15.47848
C 9.40558 13.32733 15.92716
C 9.99835 12.21726 15.30303
C 10.90977 12.35169 14.24382
P 11.82710 10.96654 13.43439
C 13.30169 10.47137 14.40313
C 13.01370 10.05195 15.85076
C 12.96555 11.19170 16.86055
C 14.23497 12.00817 16.79815
C 14.40100 12.55216 15.39899
C 14.45526 11.44533 14.35826
C 10.88527 9.37587 13.44126
C 9.39850 9.36106 13.82101
C 8.66606 8.21154 13.14713
C 9.54982 6.95973 13.06064
C 10.70686 7.24280 12.10792
C 11.08948 8.70348 12.09345
C 11.56371 15.08115 11.00441
C 11.99024 16.41259 10.85030
C 11.57974 17.20580 9.78616
C 10.72641 16.64804 8.86389
C 10.25571 15.33606 8.99418
C 10.67750 14.54348 10.05185
P 10.15074 12.85059 10.42682
C 9.62880 12.10538 8.82067
C 8.22884 12.49910 8.23532
C 7.38442 11.29940 7.88936
C 8.10337 10.31494 6.96607
C 9.53102 9.96575 7.48823
C 9.75464 10.58044 8.87794
C 8.68771 13.10750 11.57248
C 7.92659 14.41868 11.28409
C 6.48578 14.33518 11.82187
C 6.40881 13.54012 13.11162
C 6.75186 12.06761 12.83079
C 7.71877 11.94429 11.63396
H 13.94505 15.43518 13.01004
H 14.61959 14.56273 11.65939
H 14.58480 13.83016 13.29485
H 10.82508 15.72221 14.05025
H 9.33620 15.48969 15.91762
H 8.70489 13.16080 16.73059
H 9.74400 11.25626 15.70200
H 13.62028 9.56712 13.84170
H 13.85709 9.39412 16.11884
H 12.13728 9.41106 15.91692
H 12.82656 10.76740 17.85644
H 12.05138 11.77800 16.67934
H 15.06670 11.35106 17.07006
H 14.19076 12.80563 17.52118
H 15.31722 13.14571 15.32140
H 13.56504 13.25830 15.23244
H 15.35152 10.86215 14.56630
H 14.60360 11.80592 13.34204
H 11.43544 8.79481 14.19535
H 8.89607 10.29831 13.57392
H 9.27533 9.23928 14.90140
H 8.28454 8.45057 12.15089
H 7.77738 7.96410 13.74546
H 8.97546 6.08950 12.75292
H 9.93138 6.73774 14.06737
H 10.42174 6.93022 11.09395
H 11.55906 6.59757 12.34970
H 10.45725 9.27408 11.37316
H 12.12087 8.80281 11.73791
H 12.67542 16.82799 11.55517
H 11.94947 18.22743 9.66614
H 10.44348 17.20362 7.99124
H 9.60761 14.92980 8.23367
H 10.38709 12.46034 8.14340
H 8.37564 13.06977 7.31867
H 7.63905 13.13040 8.91417
H 6.46170 11.61389 7.40470
H 7.06817 10.80207 8.82690
H 8.17931 10.73521 5.97686
H 7.51295 9.40841 6.88422
H 10.28456 10.36129 6.84694
H 9.66783 8.89044 7.58024
H 10.75198 10.28100 9.23296
H 9.02723 10.17934 9.59310
H 9.13514 13.17637 12.55832
H 7.86196 14.68292 10.22551
H 8.43402 15.23870 11.77373
H 5.85325 13.88636 11.06360
H 6.13156 15.35405 11.97595
H 5.43241 13.64361 13.59140
H 7.13246 13.95580 13.83455
H 5.84095 11.50434 12.60509
H 7.16877 11.61324 13.72727
H 7.15999 11.88190 10.70366
H 8.25698 10.99452 11.67963
C 15.76277 10.93842 9.08352
C 14.31017 10.54322 9.23430
C 13.87082 9.17486 8.68532
O 13.91771 10.70617 10.63447
C 13.45515 11.58521 8.47357
O 13.50256 11.78570 7.30265
O 12.58914 12.33694 9.28387
H 16.34772 10.22761 9.67141
H 15.98626 11.92990 9.45337
H 16.07671 10.84184 8.03617
H 14.37238 8.40950 9.29253
H 14.26930 9.09305 7.67607
H 12.79087 9.06145 8.73854
H 14.49024 9.95448 11.19715
I 15.60806 8.44465 12.15298



(3)
111
Properties=species:S:1:pos:R:3 method="wB97M-V/def2-TZVPD" total_charge=0 homo_energy_ev=-6.55 e_lumo_ev=-0.13 e_above_lowest_kcal_mol=147.9
Sr -0.00454 -2.18424 -1.46308
C -3.20214 4.63646 1.25202
C -2.76974 4.69816 -0.21298
C -3.96184 5.18936 -1.04528
C -1.60934 5.69776 -0.31548
C -2.29454 3.34316 -0.71858
C -2.25274 2.20636 0.06812
C -1.70364 1.03846 -0.44138
Se -1.59354 -0.55424 0.73092
C 0.02786 0.05156 1.66162
C -0.03254 0.98056 2.68002
C 1.14726 1.41436 3.27802
C 2.32886 0.83606 2.83652
C 2.40706 -0.12834 1.82892
C 1.22106 -0.51324 1.14772
O 1.10036 -1.36524 0.12142
C 3.79716 -0.70034 1.54512
C 3.75366 -1.82434 0.51282
C 4.69686 0.42176 1.00742
C 4.37396 -1.29724 2.83842
C 1.08146 2.46086 4.37892
C 0.42856 3.73086 3.82212
C 2.45616 2.83456 4.93592
C 0.22806 1.92016 5.53272
C -1.16534 0.92676 -1.74158
O -0.58894 -0.17974 -2.09438
C -1.33374 2.06946 -2.58518
C -1.85574 3.22556 -2.03988
C -0.94044 2.01196 -4.06448
C -1.12024 3.34356 -4.79848
C 0.52356 1.58096 -4.17878
C -1.81684 0.97686 -4.78218
H -3.52714 5.62346 1.57722
H -2.37164 4.32466 1.87752
H -4.02654 3.94246 1.38192
H -4.33164 6.13516 -0.65338
H -4.76704 4.45996 -1.00588
H -3.68854 5.33976 -2.08558
H -1.91094 6.66406 0.08482
H -1.29274 5.83636 -1.34498
H -0.75974 5.33036 0.25472
H -2.61434 2.15196 1.08562
H -1.01004 1.33476 2.97052
H 3.25156 1.14266 3.29832
H 3.32986 -1.43984 -0.40958
H 3.11296 -2.63154 0.87042
H 4.75806 -2.20444 0.33382
H 4.22816 0.87026 0.13432
H 5.67086 0.02956 0.72222
H 4.84686 1.19856 1.75092
H 3.71576 -2.08914 3.18702
H 4.46866 -0.55854 3.62682
H 5.35866 -1.71934 2.65122
H 0.99966 4.10636 2.97792
H 0.39296 4.49756 4.59382
H -0.58104 3.52476 3.48502
H 3.09116 3.25826 4.16312
H 2.95106 1.96956 5.36732
H 2.33256 3.57916 5.71962
H -0.77684 1.69196 5.19532
H 0.16956 2.65776 6.33082
H 0.66956 1.01056 5.92972
H -1.94564 4.09586 -2.66778
H -0.51314 4.12456 -4.34858
H -2.16404 3.64816 -4.79908
H -0.80594 3.22966 -5.83528
H 1.19196 2.33426 -3.76808
H 0.80366 1.39236 -5.21688
H 0.65046 0.67506 -3.59698
H -2.87174 1.19876 -4.63958
H -1.63304 -0.01704 -4.39958
H -1.60034 0.95616 -5.85068
C 2.41576 -3.57524 -2.45828
N 1.78156 -2.30944 -2.67248
C 2.65156 -1.38514 -3.33348
C 0.66076 -2.49414 -3.52598
C -0.14594 -3.65664 -3.11418
N -1.40324 -3.31794 -2.55238
C -2.01114 -2.42784 -3.47558
C -2.11514 -4.54484 -2.40778
H 2.27946 -4.25044 -3.32438
H 2.02686 -4.08164 -1.57768
H 3.48996 -3.45344 -2.30108
H 3.14766 -1.84694 -4.20738
H 3.41846 -1.00924 -2.65738
H 2.07086 -0.54374 -3.70248
H 0.96006 -2.65444 -4.58368
H 0.08736 -1.59374 -3.53378
H 0.38056 -4.28854 -2.41218
H -0.28824 -4.29004 -4.02188
H -1.93054 -2.80564 -4.51648
H -1.52934 -1.46494 -3.45468
H -3.06244 -2.26314 -3.24388
H -2.24344 -5.05004 -3.38348
H -3.09594 -4.37594 -1.96768
H -1.54184 -5.21364 -1.76158
N -2.97444 -5.24604 2.28682
C -2.77244 -4.73654 1.04002
N -1.70274 -4.00344 0.94132
C -1.14784 -4.00324 2.20022
C 0.00216 -3.37014 2.66052
C 0.31686 -3.54834 3.99292
C -0.46934 -4.33534 4.84562
C -1.61014 -4.97024 4.40052
C -1.94224 -4.78844 3.06562
H -3.74924 -5.80914 2.59332
H -3.45314 -4.95874 0.24022
H 0.57276 -2.77644 1.93962
H 1.18906 -3.06344 4.39922
H -0.17484 -4.44674 5.87832
H -2.21654 -5.57034 5.06002